one | This record from OMol25 describes a single C3H5N3 molecule. The level of theory is the ωB97M-V functional and the def2-TZVPD basis.

Each line ends with the Löwdin charge.
CARTESIAN COORDINATES (ANGSTROEM)
1 C -1.83 -0.20 0.02  -0.103
2 N -0.45 -0.07 -0.43  0.020
3 C 0.38 0.90 -0.16  -0.409
4 N 1.66 0.93 0.01  0.057
5 C 2.14 -0.65 0.04  -0.230
6 N 1.29 -1.53 -0.10  0.179
7 H -2.49 -0.48 -0.81  0.073
8 H -1.86 -1.01 0.76  0.082
9 H -2.25 0.70 0.50  0.082
10 H 0.19 1.99 -0.04  0.145
11 H 3.22 -0.59 0.20  0.105

The value obtained for the molar mass is 83.1 g/mol. The charge is 0. The HOMO energy (spin up / spin down) is -0.3417 / -0.3336 hartree.


two | This record from OMol25 describes a molecular structure, C3H5N3. The level of theory is the ωB97M-V functional and the def2-TZVPD basis.

Each line ends with the Löwdin charge.
CARTESIAN COORDINATES (ANGSTROEM)
1 C -0.34 -0.82 1.21  -0.141
2 N -1.41 -0.32 -1.19  0.145
3 C -0.43 0.32 -1.20  -0.365
4 N 0.57 0.11 0.50  -0.046
5 C 0.35 1.22 -1.97  -0.203
6 N 0.86 1.93 -2.72  0.158
7 H -1.35 -0.39 1.33  0.081
8 H -0.51 -1.74 0.64  0.079
9 H 0.07 -1.07 2.18  0.071
10 H 1.50 -0.26 0.30  0.110
11 H 0.69 1.02 0.94  0.110

The value obtained for the molar mass is 83.1 g/mol. The charge is 0. The HOMO energy is -0.3516 hartree.


So which one is most stable? That would be two, about 220.6 kJ/mol below the next structure.


one | This record from OMol25 describes 3 unconnected molecules or ions with the total composition C2H3N2O2S. The level of theory is the ωB97M-V functional and the def2-TZVPD basis.

Each line ends with the Löwdin charge.
CARTESIAN COORDINATES (ANGSTROEM)
1 C -3.13 2.30 -1.52  -0.465
2 C -1.58 -0.07 -0.93  -0.617
3 N -3.96 3.04 -1.24  -0.186
4 N 4.69 -1.63 2.57  -0.096
5 O 5.83 -1.23 2.15  0.034
6 O 4.50 -2.31 3.57  0.062
7 S -1.85 0.15 -2.73  0.336
8 H -1.10 -0.98 -0.62  -0.005
9 H -2.50 -0.07 -0.56  -0.086
10 H -0.91 0.83 -0.70  0.023

The value obtained for the molar mass is 119.1 g/mol. The charge is -1. The HOMO energy (spin up / spin down) is -0.1541 / -0.1467 hartree.


two | This record from OMol25 describes a gas-phase ion, C2H3N2O2S (charge -1). The level of theory is the ωB97M-V functional and the def2-TZVPD basis.

Each line ends with the Löwdin charge.
CARTESIAN COORDINATES (ANGSTROEM)
1 C 0.80 1.53 -0.23  -0.262
2 C 0.31 -0.03 -0.46  -0.408
3 N 1.11 2.61 0.00  0.064
4 N 1.07 -0.99 0.37  -0.022
5 O -2.32 -0.66 -1.04  -0.577
6 O -1.81 -0.05 1.29  -0.583
7 S -1.71 0.32 -0.16  0.616
8 H 0.59 -0.19 -1.48  0.063
9 H 0.68 -1.89 0.38  0.035
10 H 1.28 -0.66 1.33  0.073

The value obtained for the molar mass is 119.1 g/mol. The charge is -1. The HOMO energy is -0.1308 hartree.


So which one is most stable? That would be two, about 523.8 kJ/mol below the next structure.


one | This record from OMol25 describes a gas-phase ion, C4H13N2 (charge +1). The level of theory is the ωB97M-V functional and the def2-TZVPD basis.

Each line ends with the Löwdin charge.
CARTESIAN COORDINATES (ANGSTROEM)
1 C -1.24 0.39 -2.20  -0.086
2 C 0.01 -0.21 -1.48  -0.203
3 C 0.34 0.25 -0.02  -0.308
4 N -0.87 0.83 0.64  0.200
5 C 0.93 -0.92 0.75  -0.203
6 N 0.99 -0.41 2.14  -0.015
7 H -1.21 0.05 -3.24  0.087
8 H -1.21 1.45 -2.01  0.070
9 H -2.12 -0.21 -1.88  0.088
10 H 0.07 -1.30 -1.60  0.111
11 H 0.89 0.17 -2.07  0.129
12 H 1.00 1.12 -0.12  0.155
13 H -1.66 0.18 0.61  0.176
14 H -0.69 0.86 1.65  0.147
15 H -1.16 1.79 0.42  0.179
16 H 0.27 -1.83 0.72  0.140
17 H 1.91 -1.28 0.29  0.151
18 H 1.12 -1.12 2.86  0.084
19 H 1.84 0.13 2.35  0.100

The value obtained for the molar mass is 89.2 g/mol. The charge is +1. The HOMO energy is -0.5284 hartree. Its SMILES is CC[C@@H]([NH3+])CN.


two | This record from OMol25 describes 2 unconnected molecules or ions with the total composition C4H13N2. The level of theory is the ωB97M-V functional and the def2-TZVPD basis.

Each line ends with the Löwdin charge.
CARTESIAN COORDINATES (ANGSTROEM)
1 C 2.48 0.34 0.85  -0.180
2 N 2.52 -0.92 0.17  0.086
3 C 1.14 1.05 0.45  -0.198
4 N 0.05 0.24 0.67  0.276
5 C -2.58 0.41 -0.76  -0.147
6 C -2.26 -1.04 -1.10  -0.166
7 H 2.55 0.37 1.95  0.133
8 H 3.33 0.90 0.46  0.138
9 H 1.73 -1.54 0.38  0.107
10 H 3.43 -1.36 0.12  0.116
11 H 1.03 1.94 1.10  0.171
12 H 1.22 1.36 -0.59  0.141
13 H -3.52 0.41 -0.20  0.079
14 H -0.11 0.20 1.70  0.135
15 H -1.80 0.84 -0.10  0.037
16 H -2.72 1.03 -1.64  0.078
17 H -3.15 -1.62 -1.33  0.077
18 H -1.55 -1.17 -1.92  0.067
19 H -1.78 -1.45 -0.21  0.048

The value obtained for the molar mass is 89.2 g/mol. The charge is +1. The HOMO energy is -0.5436 hartree.


three | This record from OMol25 describes 2 unconnected molecules or ions with the total composition C4H13N2. The level of theory is the ωB97M-V functional and the def2-TZVPD basis.

Each line ends with the Löwdin charge.
CARTESIAN COORDINATES (ANGSTROEM)
1 C -1.89 -0.25 0.69  -0.169
2 N -3.21 0.32 0.23  0.035
3 C -0.67 0.56 0.14  -0.322
4 N 0.56 -0.19 0.47  0.361
5 C 3.79 -0.46 0.28  -0.053
6 C -0.76 0.52 -1.44  -0.045
7 H -1.72 -1.29 0.26  0.142
8 H -1.89 -0.37 1.81  0.138
9 H -4.10 0.14 0.79  0.138
10 H -3.43 -0.06 -0.72  0.103
11 H -0.51 1.56 0.56  0.174
12 H 0.81 0.00 1.45  0.122
13 H 4.23 0.18 1.04  0.005
14 H 4.40 -0.30 -0.69  0.061
15 H 2.72 -0.27 0.13  -0.043
16 H 4.00 -1.56 0.60  0.062
17 H -0.68 -0.60 -1.86  0.149
18 H 0.01 1.06 -1.97  0.078
19 H -1.66 1.00 -1.77  0.065

The value obtained for the molar mass is 89.2 g/mol. The charge is +1. The HOMO energy is -0.5371 hartree.


So which one is most stable? That would be one, about 476.4 kJ/mol below the next structure.


one | This record from OMol25 describes a gas-phase ion, C4H13N2 (charge +1). The level of theory is the ωB97M-V functional and the def2-TZVPD basis.

Each line ends with the Löwdin charge.
CARTESIAN COORDINATES (ANGSTROEM)
1 C -0.08 0.67 -2.62  -0.090
2 N -0.47 0.85 -1.23  -0.127
3 C 0.35 0.70 -0.05  -0.201
4 C 0.01 -0.65 0.66  -0.281
5 C -1.28 -0.54 1.41  -0.043
6 N 1.23 -0.91 1.61  0.211
7 H 0.13 -0.39 -2.79  0.075
8 H 0.95 1.03 -2.72  0.075
9 H -0.71 1.23 -3.29  0.091
10 H -1.26 1.42 -0.99  0.110
11 H 1.43 0.73 -0.23  0.120
12 H 0.08 1.56 0.56  0.128
13 H 0.13 -1.49 -0.02  0.150
14 H -1.32 0.43 1.90  0.089
15 H -2.13 -0.63 0.73  0.104
16 H -1.46 -1.23 2.25  0.093
17 H 2.13 -0.72 1.15  0.158
18 H 1.20 -1.93 1.71  0.166
19 H 1.22 -0.44 2.52  0.172

The value obtained for the molar mass is 89.2 g/mol. The charge is +1. The HOMO energy is -0.4462 hartree. Its SMILES is CNC[C@H](C)[NH3+].


two | This record from OMol25 describes a molecular structure, C4H13N2. The level of theory is the ωB97M-V functional and the def2-TZVPD basis.

Each line ends with the Löwdin charge.
CARTESIAN COORDINATES (ANGSTROEM)
1 C 0.00 -1.94 -1.44  -0.037
2 C -0.01 -0.40 -1.36  -0.222
3 C 0.73 -0.06 -0.10  -0.035
4 C 0.18 -0.41 1.31  -0.170
5 N -1.23 0.20 1.45  0.012
6 N 0.01 2.35 0.18  0.094
7 H -0.41 -2.21 -0.44  0.089
8 H -0.70 -2.40 -2.16  0.110
9 H 0.96 -2.46 -1.53  0.091
10 H 0.41 0.21 -2.15  0.125
11 H -1.06 -0.06 -1.26  0.139
12 H 1.80 -0.01 -0.41  0.169
13 H 0.76 0.18 2.04  0.122
14 H 0.30 -1.45 1.67  0.154
15 H -1.07 1.20 1.16  0.036
16 H -0.33 3.25 -0.21  0.099
17 H -1.49 0.21 2.40  0.053
18 H 0.36 1.17 -0.06  0.056
19 H 0.77 2.64 0.90  0.116

The value obtained for the molar mass is 89.2 g/mol. The charge is +1. The HOMO energy is -0.5040 hartree.


three | This record from OMol25 describes a molecular structure, C4H13N2. The level of theory is the ωB97M-V functional and the def2-TZVPD basis.

Each line ends with the Löwdin charge.
CARTESIAN COORDINATES (ANGSTROEM)
1 C 1.19 2.18 3.64  -0.129
2 N -0.04 0.45 -1.92  0.171
3 C -1.08 0.11 -2.95  -0.081
4 C 1.59 1.17 2.90  -0.151
5 N -0.60 -0.90 -0.07  0.105
6 C -0.30 -2.22 -0.51  -0.114
7 H 2.01 2.76 4.29  0.093
8 H 0.20 2.70 3.74  0.064
9 H 0.18 1.38 -1.95  0.079
10 H -1.73 0.96 -3.07  0.078
11 H -0.50 -0.38 -3.84  0.154
12 H -1.85 -0.65 -2.60  0.103
13 H 2.69 0.70 2.80  0.097
14 H 0.84 0.63 2.23  0.026
15 H -0.32 -0.13 -0.95  -0.029
16 H -1.58 -0.73 0.16  0.123
17 H -1.13 -3.05 -0.40  0.135
18 H -0.11 -2.31 -1.62  0.132
19 H 0.55 -2.68 0.13  0.145

The value obtained for the molar mass is 89.2 g/mol. The charge is +1. The HOMO energy is -0.4675 hartree.


So which one is most stable? That would be one, about 503.8 kJ/mol below the next structure.